(1)
{
  "formula": "C2H3NO2S",
  "method": "ωB97M-V with the def2-TZVPD basis set",
  "symbols": ["O", "C", "O", "C", "N", "S", "H", "H", "H"],
  "xyz": [[-1.539, 1.349, -0.021], [-1.209, 0.194, -0.002], [-2.077, -0.867, -0.009], [0.213, -0.337, -0.040], [1.157, 0.499, -0.003], [2.721, -0.071, -0.010], [-2.965, -0.480, 0.065], [0.413, -1.425, -0.016], [3.286, 1.138, 0.035]],
  "total_charge": 0,
  "relative_energy_kj_mol": 120.3,
  "fmax_ev_per_a": 0.9,
  "smiles": "O=C(O)/C=N/S",
  "lumo_ev": 0.01
}

(2)
{
  "formula": "C2H3NO2S",
  "method": "ωB97M-V with the def2-TZVPD basis set",
  "symbols": ["C", "C", "H", "H", "H", "N", "O", "O", "S"],
  "xyz": [[1.489, -0.058, 0.776], [-1.805, -0.099, -0.554], [1.552, -0.934, 1.349], [0.617, 0.676, -0.815], [-2.502, -1.064, -0.354], [0.270, 0.434, 0.453], [-0.797, -0.581, 0.119], [-1.750, 0.908, -1.181], [2.926, 0.718, 0.207]],
  "total_charge": 0,
  "relative_energy_kj_mol": 495.9,
  "fmax_ev_per_a": 7.5,
  "lumo_ev": -0.96
}

(3)
{
  "formula": "C2H3NO2S",
  "method": "ωB97M-V with the def2-TZVPD basis set",
  "symbols": ["O", "N", "S", "H", "C", "C", "O", "H", "H"],
  "xyz": [[2.118, -0.867, 0.139], [2.501, 0.283, -0.072], [3.802, 1.021, 0.447], [1.812, 0.872, -0.642], [-2.116, 1.103, 0.776], [-1.307, 1.900, 0.111], [-0.555, 2.556, -0.508], [-3.218, 1.002, 0.641], [-1.414, 0.496, 1.424]],
  "total_charge": 0,
  "relative_energy_kj_mol": 436.8,
  "fmax_ev_per_a": 2.1,
  "smiles": "[O-][NH+]=S.C=C=O",
  "lumo_ev": -1.06
}

| no. | frontier orbital gap (eV) | DFT total energy (eV) |
| --- | --- | --- |
| 1 | 9.58 | -18542.205 |
| 2 | 8.38 | -18538.313 |
| 3 | 8.63 | -18538.925 |